[1]
Density functional theory data (ωB97M-V/def2-TZVPD) for a cluster of 2 separate species, C3H8OS3 in total at a distorted geometry.

lowest unoccupied orbital energy	0.59	eV
ΔE to the lowest compared entry with this formula, charge and spin	21.4	kJ/mol
SMILES	C1SCSCS1.O
orbital gap	9.402	eV
charge	0
HOMO level	-8.8	eV

```
15
Properties=species:S:1:pos:R:3:nbo_charge:R:1
C -0.14 -1.40 -0.53 -0.741
S 0.74 -2.28 0.75 0.240
C 0.31 -1.23 2.21 -0.693
S 0.63 0.55 2.09 0.233
C -0.38 0.93 0.62 -0.715
S 0.23 0.26 -0.94 0.253
H -1.24 -1.45 -0.41 0.221
H 0.11 -1.84 -1.52 0.262
H 0.92 -1.54 3.09 0.254
H -0.75 -1.37 2.47 0.217
H -0.35 2.04 0.67 0.252
H -1.42 0.62 0.79 0.220
O 0.08 2.18 -3.25 -0.936
H 0.37 2.07 -2.32 0.465
H 0.88 2.47 -3.73 0.468
```


[2]
Density functional theory data (ωB97M-V/def2-TZVPD) for a structure of composition C24H18Cl2N5O2Ti.

lowest unoccupied orbital energy	-4.41	eV
ΔE to the lowest compared entry with this formula, charge and spin	0.0	kJ/mol
orbital gap	6.690	eV
charge	+1
HOMO level	-11.1	eV

```
52
Properties=species:S:1:pos:R:3:nbo_charge:R:1
Ti -0.61 0.56 -0.38 1.841
Cl -0.13 -6.32 1.89 0.064
C -0.06 -4.61 1.68 -0.047
C -1.15 -3.98 1.10 -0.260
C -1.11 -2.62 0.88 0.180
N -2.14 -1.86 0.27 -0.389
C -1.79 -1.39 -0.86 0.478
O -2.14 -0.13 -1.26 -0.685
C -0.60 -1.87 -1.65 0.159
C -0.39 -3.10 -2.23 -0.207
C 0.84 -3.31 -2.83 -0.108
C 1.82 -2.32 -2.81 -0.227
C 1.53 -1.12 -2.19 0.088
N 0.34 -0.91 -1.65 -0.507
C 0.01 -1.86 1.30 0.080
C 1.08 -2.51 1.88 -0.188
C 1.06 -3.88 2.06 -0.061
Cl 2.42 -4.65 2.77 0.061
N -0.05 -0.42 1.22 -0.741
C -0.44 0.14 2.46 0.659
O -0.31 -0.39 3.53 -0.511
C -1.20 1.43 2.34 0.127
C -1.67 2.12 3.44 -0.182
C -2.44 3.25 3.22 -0.110
C -2.72 3.64 1.92 -0.221
C -2.23 2.89 0.87 0.092
N -1.49 1.80 1.09 -0.513
H -2.02 -4.56 0.80 0.250
H -1.16 -3.86 -2.21 0.253
H 1.05 -4.26 -3.31 0.245
H 2.79 -2.48 -3.26 0.250
H 2.24 -0.30 -2.13 0.239
H 1.94 -1.94 2.23 0.249
H -1.43 1.75 4.43 0.268
H -2.83 3.82 4.05 0.246
H -3.32 4.52 1.71 0.250
H -2.42 3.16 -0.16 0.225
C 2.07 2.28 1.12 -0.647
C 1.79 2.36 -0.34 0.122
C 2.55 2.92 -1.32 -0.244
C 1.83 2.85 -2.56 -0.267
C 0.64 2.26 -2.31 0.125
C -0.48 1.95 -3.25 -0.651
N 0.59 1.92 -0.93 -0.642
H 3.08 2.64 1.31 0.247
H 2.00 1.27 1.52 0.223
H 1.39 2.91 1.70 0.219
H 3.52 3.36 -1.16 0.233
H 2.14 3.24 -3.51 0.236
H -0.60 2.76 -3.97 0.254
H -1.45 1.84 -2.75 0.218
H -0.33 1.02 -3.81 0.228
```


[3]
Density functional theory data (ωB97M-V/def2-TZVPD) for a structure of composition C16H42N2O8Sr at a distorted geometry.

lowest unoccupied orbital energy	-4.78	eV
orbital gap	9.702	eV
charge	+2
HOMO level	-14.5	eV

```
69
Properties=species:S:1:pos:R:3:nbo_charge:R:1
Sr 12.15 -16.98 -10.36 1.833
C 13.10 -13.57 -11.16 -0.268
O 12.19 -14.63 -11.36 -0.622
C 10.87 -14.13 -11.67 -0.086
C 10.04 -15.24 -12.42 -0.250
N 9.91 -16.47 -11.66 -0.741
C 9.34 -17.44 -12.58 -0.265
C 9.32 -18.90 -12.04 -0.018
O 9.53 -19.91 -12.71 -0.522
C 9.10 -19.85 -14.05 -0.268
H 12.98 -12.81 -11.91 0.195
H 14.13 -13.82 -11.31 0.206
H 12.93 -13.17 -10.18 0.187
H 10.96 -13.21 -12.24 0.205
H 10.32 -13.75 -10.76 0.196
H 10.43 -15.31 -13.40 0.206
H 9.07 -14.82 -12.63 0.203
H 9.25 -16.17 -10.95 0.415
H 10.08 -17.45 -13.38 0.179
H 8.35 -17.11 -12.96 0.204
H 8.38 -19.12 -11.63 0.149
H 9.97 -18.85 -11.16 0.141
H 9.84 -19.31 -14.65 0.172
H 8.08 -19.45 -14.10 0.190
H 9.11 -20.86 -14.43 0.219
C 12.03 -20.71 -10.67 -0.276
O 12.34 -19.36 -11.21 -0.636
C 12.81 -19.48 -12.55 -0.087
C 13.73 -18.33 -13.00 -0.268
N 13.04 -17.05 -12.91 -0.706
C 13.74 -15.92 -13.62 -0.240
C 15.13 -15.76 -13.11 -0.067
O 15.38 -15.83 -11.86 -0.541
C 16.74 -15.61 -11.57 -0.275
H 11.67 -20.73 -9.61 0.212
H 12.84 -21.36 -10.76 0.198
H 11.26 -21.28 -11.27 0.216
H 11.94 -19.48 -13.19 0.183
H 13.24 -20.43 -12.86 0.219
H 14.00 -18.47 -14.10 0.207
H 14.70 -18.38 -12.50 0.214
H 12.17 -17.14 -13.48 0.372
H 13.23 -14.95 -13.62 0.216
H 13.80 -16.15 -14.65 0.203
H 15.50 -14.75 -13.43 0.167
H 15.80 -16.42 -13.64 0.160
H 17.46 -16.39 -11.84 0.202
H 16.69 -15.59 -10.48 0.170
H 17.24 -14.65 -11.78 0.208
C 15.15 -16.68 -8.48 -0.094
C 14.88 -18.02 -8.98 -0.103
O 13.50 -18.32 -8.68 -0.780
O 14.22 -15.79 -9.16 -0.780
H 16.11 -16.37 -8.71 0.198
H 15.01 -16.76 -7.40 0.192
H 15.55 -18.74 -8.48 0.213
H 14.96 -18.12 -10.02 0.187
H 13.56 -18.75 -7.86 0.500
H 14.71 -14.94 -9.20 0.505
C 8.88 -17.33 -8.72 -0.127
C 8.19 -16.06 -8.58 -0.100
O 8.60 -15.19 -9.54 -0.729
O 10.24 -17.03 -8.63 -0.781
H 8.52 -18.00 -9.48 0.217
H 8.63 -18.02 -7.94 0.207
H 8.37 -15.59 -7.63 0.175
H 7.12 -16.29 -8.72 0.193
H 7.90 -14.53 -9.57 0.499
H 10.32 -16.72 -7.73 0.498
```


[4]
Density functional theory data (ωB97M-V/def2-TZVPD) for the ion C5H13N2 with charge +2 at a distorted geometry.

lowest unoccupied orbital energy (spin up / spin down)	-7.58 / -13.65	eV
ΔE to the lowest compared entry with this formula, charge and spin	349.1	kJ/mol
spin multiplicity	2
<S²>	0.754
orbital gap (spin up / spin down)	11.639 / 5.560	eV
charge	+2
HOMO level (spin up / spin down)	-19.2 / -19.2	eV

```
20
Properties=species:S:1:pos:R:3:mulliken_spin:R:1
C -0.43 1.45 0.60 0.017
N 0.80 2.24 0.61 0.880
C -0.53 0.49 -0.59 0.028
N 0.88 -0.08 -0.92 0.015
C 0.97 -1.29 -0.10 0.005
C -0.43 -1.82 0.08 0.003
C -1.41 -0.69 -0.21 0.002
H -1.32 2.13 0.80 0.082
H -0.40 0.76 1.42 0.006
H 0.99 2.95 -0.02 -0.018
H 1.15 2.28 1.48 -0.016
H -0.94 1.04 -1.51 -0.003
H 1.62 0.62 -0.62 -0.004
H 1.17 -0.39 -1.84 -0.001
H 1.39 -1.26 1.03 0.000
H 1.68 -1.99 -0.58 0.000
H -0.72 -2.77 -0.49 0.000
H -0.47 -2.32 1.13 0.000
H -2.05 -0.95 -1.05 0.003
H -1.96 -0.39 0.78 0.001
```